Record 1
# C2H11NO2

3 unconnected molecules or ions with the total composition C2H11NO2 (ωB97M-V/def2-TZVPD, OMol25).

```
16
Properties=species:S:1:pos:R:3:forces:R:3:mulliken_charge:R:1
C -1.9602 -0.4552 -0.0330 0.4611 -0.2340 -0.0393 -0.79
N -1.1585 -1.3010 0.8506 0.0858 0.4229 -0.0463 -0.44
C 0.1017 -1.6675 0.2322 0.4709 0.2333 -0.2019 -0.70
H -2.4013 -1.0526 -0.8253 -0.1838 -0.1679 -0.0526 0.30
H -1.3574 0.3167 -0.5208 0.0710 0.2450 0.0038 0.25
H -2.7412 0.0249 0.5389 -0.2799 0.0715 0.0677 0.32
H -0.9262 -0.7257 1.6550 -0.0355 -0.1688 0.0356 0.30
H 0.7405 -0.8061 -0.0460 -0.2041 0.0783 0.2029 0.12
H 0.6905 -2.2893 0.9122 -0.1448 -0.1015 -0.1898 0.30
H -0.0533 -2.1756 -0.7208 -0.2036 -0.3722 0.1778 0.33
O 0.7639 1.2615 1.6360 0.2564 0.7521 0.1681 -0.58
H 1.6178 1.1243 1.2092 -0.1174 -0.1228 -0.0474 0.31
H 0.7966 2.2085 1.8693 -0.1897 -0.6191 -0.1140 0.30
O 1.8487 2.1988 -2.1421 -0.2958 -0.2318 -0.0506 -0.65
H 1.2904 1.4789 -2.4783 0.3447 0.3038 0.1730 0.32
H 2.7481 1.8592 -2.1372 -0.0353 -0.0888 -0.0871 0.32
```
Forces are in eV/Å.

The molecular weight is 81.1 g/mol. Its HOMO-LUMO gap is 9.2 eV. As for the net charge: 0. The calculation puts the energy above the lowest of the compared OMol25 structures with the same formula, charge and spin at 92.7 kJ/mol.

Record 2
# C15H10ClF3N4O2

C15H10ClF3N4O2 in the gas phase at a distorted geometry (ωB97M-V/def2-TZVPD, OMol25).

```
35
Properties=species:S:1:pos:R:3:forces:R:3:mulliken_charge:R:1
F 1.0046 -4.4175 -3.3785 0.5083 -1.5109 -1.0091 -0.26
C 0.9910 -3.5339 -2.4249 0.0178 3.0641 1.8708 0.56
C 0.8494 -2.1850 -2.7747 -0.3769 0.2919 -0.8457 -0.68
C 0.4996 -1.1754 -1.8846 0.5125 -0.7141 -0.4778 -0.73
C 0.3762 -1.4940 -0.5416 -0.6419 1.8151 0.6514 0.62
N -0.0693 -0.4721 0.4190 0.6624 1.6219 -0.5164 0.68
C -0.2601 0.9101 0.1721 -0.5129 -2.4930 -0.0068 0.10
C -0.8629 1.3026 1.2949 0.0863 3.9288 1.0359 -0.22
C -1.2600 2.6871 1.7817 0.6564 0.9406 1.2734 -0.69
O -0.6203 3.9134 1.1748 -2.1314 -2.6694 -1.0055 -0.42
C 0.1509 4.6143 1.9625 0.3249 2.8269 1.7636 0.78
C -0.1514 6.0428 2.0887 -1.9893 -0.8017 -1.0465 -0.56
C 0.6813 6.9268 2.7419 2.5905 -3.2372 0.8499 -0.35
C 1.8448 6.3080 3.4330 -3.9392 -2.9028 -2.3301 0.22
Cl 2.8959 7.1979 4.4004 0.6054 0.3825 0.3713 -0.20
C 1.8649 4.8266 3.4090 0.7351 3.7501 0.5821 -0.26
N 1.0793 4.0139 2.6687 1.0824 1.0098 0.8167 -0.43
N -0.8901 0.3443 2.2420 0.1146 0.4334 -0.1136 -0.49
N -0.3764 -0.6759 1.7280 0.2601 -3.6390 -1.1873 -0.62
C 0.6077 -2.7690 -0.1783 0.9535 -3.0916 2.9336 -0.09
C 1.0445 -3.7973 -1.0575 -1.6046 0.2949 -0.8163 0.10
O 1.1121 -5.0557 -0.5434 0.4035 -2.2507 -0.2276 -0.39
C 1.7346 -6.1298 -1.2800 -0.1595 0.2795 0.6700 0.42
F 3.0401 -5.7741 -1.3954 -0.5489 -0.5156 -0.2792 -0.25
F 1.6520 -7.2817 -0.5441 0.1035 1.4866 0.0937 -0.25
H 0.9243 -1.9245 -3.8403 -0.1236 -0.2386 0.4927 0.34
H 0.3104 -0.2035 -2.2811 -0.0173 0.5117 -0.0470 0.31
H -0.0461 1.4745 -0.6992 0.2026 -0.0651 -0.6268 0.41
H -1.0128 2.7401 2.8773 -0.1002 -0.2625 -1.0691 0.44
H -2.3370 2.8410 1.7397 0.0009 0.1480 -0.4884 0.37
H -1.2212 6.3470 1.6977 2.5718 -0.4101 0.4857 0.22
H 0.5586 7.9684 2.7242 -0.3946 1.2021 0.2312 0.49
H 2.6369 4.5120 4.1208 -0.3741 -1.0097 -0.5841 0.29
H 0.4832 -3.1173 0.9136 0.2207 0.7954 -1.8426 0.37
H 1.2863 -6.4428 -2.2453 0.3014 1.0285 0.3976 0.19
```
Forces are in eV/Å.

The molecular weight is 370.7 g/mol. Its HOMO-LUMO gap is 9.1 eV. As for the net charge: 0. The calculation puts the energy above the lowest of the compared OMol25 structures with the same formula, charge and spin at 21.5 kJ/mol.

Record 3
# C39H47N6S2Ta

A molecular structure, C39H47N6S2Ta at a distorted geometry (ωB97M-V/def2-TZVPD, OMol25).

```
95
Properties=species:S:1:pos:R:3:forces:R:3:mulliken_charge:R:1
Ta 0.1498 0.0969 -0.0350 -1.3132 -0.2454 0.5229 1.90
C -3.0787 -1.7161 -0.3368 -0.3930 -0.1302 0.3435 -1.19
N -1.9565 -1.5902 -1.2764 1.1112 0.5692 0.5621 1.19
C -1.4323 -2.8979 -1.6566 0.4129 -0.3030 0.1794 -0.42
C -0.8017 -3.6533 -0.4840 -0.4501 0.2184 -0.3434 -1.86
N 0.2920 -2.9329 0.1913 0.0692 1.0064 0.0408 1.74
C 1.5988 -3.2117 -0.4141 0.2987 -0.0074 -0.1512 -1.22
C 0.2676 -3.2564 1.6043 -0.0740 0.2105 0.5040 -1.40
C 0.5881 -4.5376 2.0445 -0.0068 0.0427 -0.2412 -0.42
C 0.4903 -4.8901 3.3779 -0.0242 0.0457 -0.0286 -0.90
C 0.0862 -3.9495 4.3104 0.0359 -0.0066 -0.0395 -0.83
C -0.2482 -2.6773 3.8942 -0.0338 0.0690 -0.1089 -0.83
C -0.1850 -2.3248 2.5454 0.2242 -0.0683 -0.2042 1.46
S -0.8341 -0.7451 2.1044 0.4053 0.4701 -0.9828 -0.33
C -2.3151 -0.7620 -2.3885 -0.0464 0.5310 -0.5612 -0.89
C -2.6246 -1.2606 -3.6493 0.0531 -0.1575 0.3440 -0.07
C -2.9590 -0.4087 -4.6880 -0.0711 0.1779 -0.0045 -0.82
C -3.0162 0.9586 -4.4820 -0.0119 -0.1281 -0.0445 -0.82
C -2.7170 1.4762 -3.2331 -0.0307 -0.0295 0.1456 -0.86
C -2.3576 0.6269 -2.1944 0.2938 -0.3284 -0.0505 1.08
S -1.9727 1.3162 -0.6077 1.7093 -0.5607 0.9484 -0.18
H -3.8258 -2.4096 -0.7320 0.0043 -0.0376 -0.1470 0.31
H -3.5609 -0.7537 -0.1844 0.1140 -0.0441 0.0160 0.45
H -2.7387 -2.0823 0.6299 0.0175 0.0604 -0.0876 0.26
H -0.6894 -2.7513 -2.4422 -0.0722 -0.0490 -0.0605 0.03
H -2.2416 -3.5369 -2.0377 0.1417 0.0683 -0.0593 0.55
H -0.4318 -4.6060 -0.8793 -0.0244 -0.0134 0.0953 0.41
H -1.5790 -3.8768 0.2492 0.1648 -0.0117 -0.0264 0.58
H 1.8309 -4.2809 -0.4332 -0.0543 0.0015 0.0186 0.55
H 2.3704 -2.6971 0.1591 -0.0565 -0.0896 -0.0591 0.25
H 1.6153 -2.8329 -1.4366 0.0110 -0.0781 -0.0033 0.21
H 0.8907 -5.2881 1.3305 0.0698 -0.0778 -0.1234 0.40
H 0.7016 -5.9025 3.6808 0.1178 -0.1036 0.0365 0.46
H 0.0142 -4.2126 5.3522 -0.0328 -0.0317 0.1601 0.46
H -0.6017 -1.9463 4.6047 -0.0369 0.0808 0.0925 0.55
H -2.6219 -2.3212 -3.8387 0.0268 -0.1600 0.0292 0.44
H -3.1994 -0.8284 -5.6518 -0.0021 -0.0048 -0.1220 0.47
H -3.2939 1.6149 -5.2903 -0.0273 0.1171 -0.0663 0.45
H -2.7750 2.5387 -3.0544 0.0597 0.1266 0.0123 0.56
N 0.2272 2.2859 1.7626 -0.0515 -0.6591 -0.8320 -0.55
C 0.0316 3.2628 2.3442 0.2928 -1.4165 -0.8314 0.26
C -0.2028 4.4452 3.0449 -0.2732 1.1783 0.7595 0.34
C 0.0039 5.6846 2.4248 -0.0150 -0.2173 0.0712 -0.39
C -0.2598 6.8414 3.1302 0.0061 0.0389 -0.0182 -0.67
C -0.7232 6.7725 4.4368 0.0358 -0.0962 -0.0408 -0.37
C -0.9208 5.5450 5.0532 -0.0116 0.0063 0.0382 -0.65
C -0.6646 4.3768 4.3652 0.0665 -0.0343 -0.1753 -0.44
H 0.3658 5.7242 1.4090 0.0227 0.0192 -0.1007 0.51
H -0.1059 7.8025 2.6653 0.0187 0.0656 -0.0603 0.41
H -0.9278 7.6810 4.9799 -0.0248 0.1122 0.0588 0.42
H -1.2763 5.5025 6.0706 -0.0342 -0.0131 0.0830 0.41
H -0.8145 3.4130 4.8267 -0.0435 -0.0685 0.0715 0.49
C 4.1054 -0.6590 4.6165 0.2591 -0.1707 0.7303 -0.89
N 3.7161 -0.6077 3.2342 -0.3354 0.2047 -0.4359 0.11
C 4.5157 -0.8952 2.1703 0.1067 -0.1581 -0.5311 -1.02
C 3.7502 -0.7333 1.0533 0.4344 -0.0159 -0.0518 -0.81
N 2.4961 -0.3494 1.4274 -1.6562 0.3956 -0.5759 0.70
C 2.5141 -0.2834 2.7459 -0.3234 0.0882 0.0196 -0.87
H 5.0345 -0.1094 4.7706 -0.1114 0.0149 -0.0501 0.36
H 4.2608 -1.6948 4.9207 -0.0327 0.0576 0.0128 0.35
H 3.3267 -0.2219 5.2375 0.0095 0.0030 -0.0597 0.31
H 5.5311 -1.2078 2.2945 0.2516 -0.0256 -0.0006 0.50
H 4.0173 -0.8558 0.0225 0.1134 -0.0614 -0.1634 0.55
H 1.6763 -0.0056 3.3529 -0.1653 0.0495 0.1980 0.50
C 1.2743 -2.7473 -4.8744 -0.0323 -0.0226 -0.0273 -2.02
C 2.0307 -1.7722 -4.0253 0.2477 -0.1470 -0.0689 0.76
C 3.4128 -1.6900 -4.1646 -0.3446 0.1446 0.0401 -0.67
C 4.1521 -0.7660 -3.4369 -0.1897 0.1012 0.3158 0.32
C 5.6134 -0.5569 -3.6836 0.0249 -0.0369 -0.0598 -1.88
C 3.4903 0.0239 -2.5059 0.0158 -0.0579 0.2296 -0.35
C 2.1027 -0.0117 -2.3527 0.0727 -1.1272 -0.1044 -0.25
C 1.3802 -0.9187 -3.1387 -0.0468 0.2126 0.2145 0.99
N 1.3854 0.8524 -1.4836 -1.0297 -0.4623 1.0119 0.51
C 1.7582 2.2914 -1.6560 -0.0234 1.3100 0.0941 1.67
C 2.2126 2.5875 -3.0970 0.0200 -0.1690 0.1553 -1.69
C 2.8241 2.6981 -0.6241 -0.1359 -0.1810 -0.2025 -1.18
C 0.5443 3.2050 -1.4225 0.1609 -0.1273 -0.0008 -1.80
H 1.5890 -2.6475 -5.9100 -0.0661 -0.0454 -0.1278 0.57
H 0.2020 -2.5791 -4.8243 -0.1278 -0.0004 -0.0125 0.19
H 1.4842 -3.7751 -4.5757 -0.0251 -0.0355 0.0379 0.37
H 3.9083 -2.3169 -4.8915 0.0619 -0.0975 -0.0843 0.53
H 6.1433 -1.4933 -3.8314 0.0306 -0.1120 -0.0093 0.44
H 6.0859 -0.0129 -2.8697 0.0303 0.0277 0.0425 0.39
H 5.7325 0.0305 -4.5945 0.0896 0.0361 -0.0351 0.36
H 4.0773 0.7034 -1.9153 0.0889 0.1153 0.0666 0.17
H 0.2950 -0.8802 -3.1228 -0.0432 0.0412 -0.0117 0.30
H 3.2521 2.3353 -3.2744 0.0586 -0.0094 -0.0733 0.33
H 2.0882 3.6481 -3.3039 -0.0106 0.0253 0.0568 0.53
H 1.5949 2.0276 -3.7968 -0.0253 0.0509 -0.1567 0.36
H 3.7373 2.1204 -0.7130 0.0899 -0.0398 0.0697 0.12
H 2.4313 2.5751 0.3850 0.0610 0.0259 0.0640 0.07
H 3.0802 3.7428 -0.7822 0.0112 0.1178 0.0341 0.54
H -0.2347 3.0085 -2.1559 -0.0938 -0.0309 0.0037 0.27
H 0.8691 4.2366 -1.5467 0.0485 0.0256 -0.0042 0.64
H 0.1360 3.1128 -0.4199 -0.0367 0.0417 -0.1095 0.14
```
Forces are in eV/Å.

The molecular weight is 844.9 g/mol. Its HOMO-LUMO gap (spin up / spin down) is 5.8 / 5.8 eV. As for the net charge: +2. The calculation puts the energy above the lowest of the compared OMol25 structures with the same formula, charge and spin at 399.9 kJ/mol.